# 1
13
Properties=species:S:1:pos:R:3:lowdin_charge:R:1 method="wB97M-V/def2-TZVPD" e_above_lowest_kcal_mol=33.0 homo_lumo_gap_ev=8.67 e_lumo_ev=0.5 energy_ev=-56907.358 multiplicity=1 homo_energy_ha=-0.301
C 0.45 -0.12 1.33 -0.240
C -0.88 -0.15 -1.67 -0.245
Si -0.90 -0.75 0.16 0.098
P -3.43 0.09 0.81 -0.030
Cl -1.20 -2.76 0.45 0.277
Cl -3.40 2.11 0.24 -0.014
Cl -4.14 -0.76 -0.88 0.048
H 0.22 0.22 2.37 0.049
H 0.93 -1.09 1.27 -0.020
H 1.16 0.59 0.78 0.054
H -1.25 0.92 -1.52 0.037
H 0.16 -0.24 -1.96 0.025
H -1.61 -0.72 -2.14 -0.040

# 2
29
Properties=species:S:1:pos:R:3:lowdin_spin:R:1 method="wB97M-V/def2-TZVPD" homo_lumo_gap_ev="8.63 / 5.23" e_lumo_ev="-8.4 / -11.8" energy_ev=-19799.225 charge=+2 multiplicity=3 homo_energy_ha="-0.627 / -0.624"
C -1.43 0.47 -0.63 0.218
C 0.06 -1.54 -0.93 0.302
C -1.06 -0.76 -1.24 0.088
C 1.05 -1.13 0.02 0.207
C -0.60 1.13 0.25 0.158
C 0.95 0.20 0.67 0.259
C -2.00 -1.13 -2.38 0.004
C -2.42 -2.59 -2.22 0.006
C 2.99 -1.90 1.30 0.030
C -1.37 3.34 0.26 0.008
C 1.84 1.90 2.14 0.015
O -2.21 -0.34 -3.23 0.019
O 2.10 -2.00 0.27 0.268
O -0.53 2.24 0.75 0.143
O 1.63 0.56 1.68 0.203
H -2.38 0.84 -0.74 0.008
H 0.12 -2.59 -1.19 0.009
H -1.94 -3.13 -2.99 0.000
H -3.39 -2.70 -2.69 0.001
H -2.13 -2.96 -1.27 0.001
H 3.86 -1.12 1.24 0.020
H 3.55 -2.84 1.38 0.002
H 2.39 -1.76 2.21 0.010
H -2.23 3.50 0.97 0.004
H -0.88 4.34 0.37 0.003
H 2.26 2.44 1.31 0.008
H 0.88 2.44 2.39 0.004
H 2.48 1.99 3.09 0.000
H -1.59 3.10 -0.78 0.002

# 3
67
Properties=species:S:1:pos:R:3:lowdin_charge:R:1 method="wB97M-V/def2-TZVPD" e_above_lowest_kcal_mol=3.7 homo_lumo_gap_ev=9.49 e_lumo_ev=0.1 smiles="CCSC[C@]1(O)OS(=O)(=O)O[C@]1([PH2]=O)[C@H](C)F.FC(F)C(F)(F)COC(F)(F)C(F)F.FC(F)C(F)(F)COC(F)(F)C(F)F" energy_ev=-111521.511 multiplicity=1 homo_energy_ha=-0.345
C 1.57 -2.56 2.56 -0.143
C 0.42 -1.55 2.41 -0.506
S -0.49 -1.90 0.88 0.941
C -2.19 -1.34 1.17 -0.368
C -2.36 0.19 1.36 -0.522
O -2.70 0.75 0.10 -0.023
O -1.18 0.84 1.78 -0.161
S -1.36 1.92 2.94 0.623
O -0.78 1.44 4.14 -0.191
O -0.96 3.18 2.40 -0.209
O -2.93 1.82 3.03 -0.163
C -3.49 0.70 2.33 -0.368
P -4.94 1.49 1.45 0.803
O -5.91 2.04 2.43 -0.387
C -3.96 -0.33 3.41 -0.349
C -5.24 -1.07 3.08 -0.032
F -4.11 0.33 4.59 0.040
H 1.35 -3.31 3.32 0.073
H 1.76 -3.07 1.61 0.040
H 2.49 -2.04 2.83 0.076
H -0.23 -1.56 3.28 0.083
H 0.83 -0.54 2.35 0.042
H -2.70 -1.56 0.23 0.095
H -2.67 -1.92 1.95 0.073
H -1.93 0.65 -0.47 0.116
H -4.39 2.44 0.59 0.042
H -5.48 0.48 0.63 0.035
H -3.16 -1.06 3.57 0.136
H -6.10 -0.43 3.26 0.088
H -5.25 -1.43 2.05 0.080
H -5.33 -1.94 3.73 0.093
F 0.22 -3.07 -5.24 0.096
C 1.27 -2.78 -6.03 -0.308
F 1.07 -3.37 -7.23 0.101
C 2.58 -3.30 -5.44 -0.444
F 2.60 -4.65 -5.47 0.139
F 3.54 -2.85 -6.30 0.099
C 3.01 -2.80 -4.05 -0.038
O 2.71 -3.59 -2.92 0.056
C 1.53 -3.50 -2.25 -0.551
F 0.81 -2.43 -2.62 0.145
F 1.83 -3.34 -0.94 0.113
C 0.70 -4.79 -2.32 -0.283
F 0.50 -5.17 -3.59 0.105
F -0.50 -4.56 -1.74 0.089
H 1.33 -1.70 -6.18 0.173
H 4.10 -2.81 -4.09 0.151
H 2.71 -1.76 -3.91 0.149
H 1.21 -5.59 -1.78 0.176
F 3.31 2.75 1.33 0.109
C 2.36 1.91 0.89 -0.300
F 2.95 0.77 0.48 0.096
C 1.59 2.50 -0.30 -0.429
F 2.38 2.58 -1.39 0.138
F 0.62 1.57 -0.56 0.085
C 0.83 3.82 -0.09 -0.039
O 1.46 5.03 -0.48 0.055
C 2.29 5.73 0.34 -0.550
F 2.23 5.30 1.61 0.161
F 1.86 7.02 0.34 0.142
C 3.73 5.78 -0.18 -0.286
F 4.21 4.55 -0.41 0.100
F 4.51 6.38 0.76 0.101
H 1.66 1.69 1.71 0.158
H -0.03 3.75 -0.76 0.153
H 0.43 3.89 0.93 0.110
H 3.77 6.36 -1.10 0.174

# 4
19
Properties=species:S:1:pos:R:3:lowdin_charge:R:1 method="wB97M-V/def2-TZVPD" e_above_lowest_kcal_mol=27.4 homo_lumo_gap_ev=9.83 e_lumo_ev=1.1 smiles="CCCC/N=C/N" energy_ev=-8358.947 multiplicity=1 homo_energy_ha=-0.322
C -2.16 2.40 0.44 -0.130
C -0.93 1.65 -0.01 -0.266
C -0.46 0.59 1.07 -0.213
C -0.49 -0.90 0.69 -0.236
N 0.25 -1.15 -0.57 0.004
C 1.52 -1.12 -0.46 -0.333
N 2.36 -1.88 -1.22 0.081
H -1.93 3.07 1.29 0.074
H -2.90 1.70 0.85 0.072
H -2.56 2.98 -0.40 0.067
H -0.09 2.32 -0.21 0.098
H -1.05 1.05 -0.92 0.093
H 0.55 0.97 1.21 0.078
H -1.05 0.77 1.98 0.100
H -0.03 -1.41 1.55 0.107
H -1.50 -1.26 0.50 0.099
H 1.95 -0.56 0.38 0.128
H 2.07 -2.32 -2.07 0.093
H 3.25 -1.41 -1.41 0.084

# 5
11
Properties=species:S:1:pos:R:3:lowdin_spin:R:1 method="wB97M-V/def2-TZVPD" e_above_lowest_kcal_mol=34.8 homo_lumo_gap_ev="5.96 / 6.14" e_lumo_ev="0.9 / -3.0" energy_ev=-16549.199 multiplicity=3 homo_energy_ha="-0.186 / -0.336"
C -1.23 -0.30 -0.29 0.436
C 0.89 -0.91 -0.77 0.254
C 0.13 -0.02 -0.02 0.214
C 0.43 1.10 0.94 0.036
N -1.48 -1.30 -1.10 0.351
S -0.13 -1.91 -1.65 0.653
H -1.94 0.16 0.38 0.022
H 1.99 -1.10 -0.75 0.009
H 0.09 2.01 0.36 0.018
H -0.32 1.19 1.76 0.007
H 1.57 1.08 1.14 0.000

# 6
101
Properties=species:S:1:pos:R:3:lowdin_charge:R:1 method="wB97M-V/def2-TZVPD" e_above_lowest_kcal_mol=24.2 homo_lumo_gap_ev=6.41 e_lumo_ev=-9.4 energy_ev=-105490.100 charge=+3 multiplicity=1 homo_energy_ha=-0.581
Ti -0.02 -0.69 0.06 1.025
C 1.75 2.19 -2.89 -0.246
Sb 0.21 0.74 -2.58 1.528
C 2.86 -0.96 -0.37 -0.218
C 2.93 0.03 0.72 -0.234
C 4.01 0.87 0.89 0.052
C 3.97 1.81 1.92 0.017
C 2.86 1.84 2.73 0.020
C 1.81 0.96 2.48 -0.071
N 1.83 0.07 1.51 0.067
Si 4.31 -1.57 -1.57 0.584
C 3.39 -1.95 -3.14 -0.152
C 4.95 -3.04 -0.63 -0.142
C 5.61 -0.29 -1.90 -0.167
C -1.56 1.87 -2.06 -0.542
C -2.42 1.04 -1.15 -0.345
C -3.79 1.35 -1.11 -0.046
C -4.69 0.63 -0.36 0.015
C -4.23 -0.47 0.36 -0.016
C -2.90 -0.75 0.31 -0.131
N -1.97 -0.01 -0.38 -0.013
Si -2.39 2.01 -3.83 0.438
C -0.98 2.27 -5.05 -0.194
C -3.64 3.37 -4.03 -0.151
C -3.14 0.32 -4.14 -0.158
Si -1.22 3.62 -1.24 0.488
C -0.02 3.48 0.19 -0.169
C -2.78 4.29 -0.45 -0.154
C -0.62 4.78 -2.56 -0.150
H 2.69 1.65 -2.86 0.003
H 1.72 2.92 -2.09 0.002
H 1.63 2.66 -3.86 0.023
H 4.86 0.81 0.23 0.099
H 4.80 2.49 2.07 0.137
H 2.79 2.55 3.55 0.133
H 0.93 0.97 3.11 0.114
H 2.38 -2.31 -2.98 0.017
H 3.93 -2.71 -3.71 0.057
H 3.34 -1.06 -3.78 0.040
H 4.19 -3.54 -0.04 0.035
H 5.76 -2.73 0.04 0.051
H 5.37 -3.77 -1.33 0.056
H 5.20 0.66 -2.27 0.041
H 6.25 -0.69 -2.69 0.063
H 6.26 -0.09 -1.04 0.043
H -4.14 2.18 -1.70 0.105
H -5.74 0.89 -0.36 0.139
H -4.89 -1.10 0.94 0.129
H -2.52 -1.62 0.83 0.095
H -0.42 3.18 -4.84 0.029
H -1.43 2.38 -6.05 0.066
H -0.28 1.43 -5.13 0.013
H -3.51 4.20 -3.32 0.016
H -4.67 3.01 -3.95 0.053
H -3.53 3.79 -5.03 0.059
H -2.50 -0.49 -3.77 0.022
H -3.28 0.16 -5.21 0.057
H -4.12 0.22 -3.67 0.042
H -0.38 2.72 0.89 0.023
H 0.01 4.44 0.72 0.056
H 1.00 3.22 -0.10 0.016
H -3.17 3.63 0.33 0.041
H -3.59 4.49 -1.16 0.036
H -2.53 5.24 0.02 0.058
H 0.32 4.48 -3.03 0.021
H -0.46 5.77 -2.12 0.062
H -1.37 4.90 -3.35 0.034
O 0.60 0.72 -0.58 -0.584
O 1.76 -1.55 -0.51 -0.176
C 0.98 -4.67 -1.31 0.017
N -0.48 -4.58 -1.40 -0.124
C -1.17 -5.81 -1.84 0.016
C -1.16 -3.51 -1.15 -0.197
O -0.70 -2.39 -0.77 -0.157
H 1.37 -5.08 -2.24 0.116
H 1.25 -5.34 -0.49 0.114
H 1.40 -3.68 -1.15 0.056
H -0.79 -6.65 -1.27 0.110
H -0.97 -5.99 -2.90 0.113
H -2.24 -5.72 -1.68 0.103
H -2.23 -3.60 -1.30 0.166
N -1.39 -0.06 10.73 0.208
C -1.25 -0.33 9.62 -0.152
C -1.07 -0.65 8.23 -0.196
C -1.21 0.35 7.27 0.007
C -1.02 0.06 5.93 -0.007
C -0.69 -1.24 5.56 -0.171
C -0.57 -2.24 6.50 0.007
C -0.76 -1.94 7.84 0.017
N -0.46 -1.54 4.16 0.030
C 0.35 -2.55 3.67 0.019
C 0.33 -2.44 2.32 -0.090
N -0.47 -1.36 1.98 -0.080
C -0.92 -0.84 3.12 -0.112
H -1.47 1.36 7.57 0.136
H -1.11 0.85 5.20 0.110
H -0.37 -3.27 6.21 0.122
H -0.66 -2.72 8.59 0.139
H 0.86 -3.25 4.31 0.142
H 0.83 -3.05 1.59 0.116
H -1.62 -0.03 3.19 0.158

| no. | F_max (Eh/bohr) |
| --- | --- |
| 1 | 0.0745 |
| 2 | 0.1362 |
| 3 | 0.0267 |
| 4 | 0.0393 |
| 5 | 0.0780 |
| 6 | 0.0311 |